Model A:
The following is a quantum chemistry calculation of an isolated ion of composition C6H9N2O2S and charge +1, from the Open Molecules 2025 dataset.

Geometry (Å):
1 C -1.4508 -1.3679 -0.6107
2 C -2.7559 -1.3253 -0.7674
3 C -1.8181 0.5569 0.6346
4 C 1.3328 -0.7878 -0.2213
5 C 2.5696 0.1076 0.0783
6 C 1.7816 2.0850 0.4463
7 N 0.3222 -0.0864 0.5417
8 N -0.8923 -0.2331 0.2202
9 O -4.3906 0.7252 -0.6282
10 O 2.3446 1.3702 -0.3776
11 S -3.4948 -0.0520 0.2440
12 H -0.4820 -1.9484 -0.9526
13 H -3.5050 -1.9589 -1.2699
14 H -1.6666 1.2540 1.4800
15 H 1.2016 -0.9137 -1.2669
16 H 1.7031 -1.8475 0.1591
17 H 2.8092 0.0689 1.2058
18 H 3.4636 -0.2849 -0.3887
19 H 1.3543 2.9708 0.0865
20 H 1.5733 1.6672 1.3869

Summary:
LUMO level (spin up / spin down) in Eh: -0.20430 / -0.20427
E_HOMO (spin up / spin down) in eV: -12.15 / -12.15
Net charge: +1
Gap between HOMO and LUMO (spin up / spin down) in eV: 6.59 / 6.59

***

Model B:
The following is a quantum chemistry calculation of an isolated ion of composition C6H9N2O2S and charge +1, from the Open Molecules 2025 dataset.

Geometry (Å):
1 C -3.4397 -0.2636 -0.1971
2 C -2.3749 0.4780 0.0640
3 C -1.0661 0.0479 0.1924
4 N -0.6787 -1.3232 0.4277
5 C 0.0167 0.9953 0.0645
6 S -0.2582 2.6981 -0.2852
7 C 1.4223 0.7291 0.2355
8 C 2.0825 -0.3117 -0.3033
9 N 3.4779 -0.4908 -0.0718
10 O 4.0532 0.3882 0.5645
11 O 4.0542 -1.3352 -0.7224
12 H -4.3974 -0.0084 -0.6432
13 H -3.5021 -1.3829 -0.4070
14 H -2.3918 1.5509 0.0449
15 H -0.9416 -1.8240 -0.4816
16 H -1.2411 -1.9460 1.1969
17 H 0.4061 -1.3068 0.4777
18 H 1.0600 3.0690 -0.0305
19 H 2.0646 1.4303 0.7100
20 H 1.6541 -1.1940 -0.8359

Summary:
SMILES: C=C/C([NH3+])=C(S)/C=C/[N+](=O)[O-]
LUMO level (spin up / spin down) in Eh: -0.19679 / -0.19680
E_HOMO (spin up / spin down) in eV: -12.74 / -12.74
Net charge: +1
Gap between HOMO and LUMO (spin up / spin down) in eV: 7.38 / 7.38

***

Last place for stability: model A

***

Model A:
The following is a quantum chemistry calculation of a 5-piece molecular cluster, C6H22O6 overall, from the Open Molecules 2025 dataset.

Geometry (Å):
1 O 23.7532 2.8286 -1.6794
2 C 24.7749 1.9224 -2.0942
3 C 26.1421 2.5300 -2.2367
4 O 25.9594 3.3759 -3.3137
5 H 23.0110 2.2268 -1.7716
6 H 24.7817 1.2827 -1.2117
7 H 24.5167 1.3847 -3.0065
8 H 26.7674 1.6956 -2.5544
9 H 26.6046 2.9927 -1.3649
10 H 25.3070 4.0466 -3.0987
11 C 22.4440 5.6161 -3.5560
12 O 23.6430 5.4431 -2.8904
13 H 21.6352 5.7905 -2.8465
14 H 22.4876 6.5562 -4.1060
15 H 22.0700 4.9245 -4.3110
16 H 23.4191 4.9371 -2.1059
17 C 23.6040 4.2147 -6.9942
18 O 23.9186 4.0516 -8.3922
19 H 23.9823 5.1891 -6.6850
20 H 22.5609 4.0536 -6.7224
21 H 24.1089 3.5122 -6.3311
22 H 23.1400 4.1461 -8.9457
23 C 22.1756 9.5892 -5.4213
24 O 21.2780 10.6791 -5.4070
25 H 23.1142 9.8845 -4.9524
26 H 21.5999 8.8308 -4.8907
27 H 22.4153 9.2817 -6.4392
28 H 20.9487 10.8530 -6.2918
29 C 19.2413 4.0592 -1.3150
30 O 19.8619 3.9226 -2.5164
31 H 18.3940 3.3794 -1.4040
32 H 19.9824 3.7204 -0.5911
33 H 18.9786 5.0142 -0.8600
34 H 20.3739 3.1115 -2.5544

Summary:
SMILES: OCCO.CO.CO.CO.CO
LUMO level in Eh: 0.00607
E_HOMO in eV: -10.03
Net charge: 0
Gap between HOMO and LUMO in eV: 10.19

***

Model B:
The following is a quantum chemistry calculation of a 7-piece molecular cluster, C6H22O6 overall, from the Open Molecules 2025 dataset.

Geometry (Å):
1 C 0.1578 0.9615 1.3176
2 C 0.0505 -0.3976 1.3742
3 C 1.2889 -1.1520 1.8685
4 C -1.2015 -1.1611 1.1244
5 C -1.1236 -1.8932 0.0049
6 C -2.4480 -0.9366 1.8840
7 H -0.7095 1.6114 1.2147
8 H 1.1121 1.3943 1.6733
9 H 2.2211 -0.5947 1.9412
10 H 1.3621 -1.9983 1.1581
11 H 0.9023 -1.6944 2.7944
12 H -1.8547 -2.5397 -0.4698
13 H -0.2793 -1.8300 -0.6838
14 H -3.3343 -0.5596 1.3621
15 H -2.2101 -0.2406 2.7423
16 H -2.7638 -1.7716 2.5577
17 O -1.0902 -1.5744 -3.4860
18 H -0.9059 -2.0406 -2.6740
19 H -1.6371 -0.8114 -3.2544
20 O -1.2897 2.8899 -0.7457
21 H -1.2742 3.8431 -0.8426
22 H -0.4743 2.4804 -1.0366
23 O 3.6342 -1.4321 -0.4128
24 H 2.8673 -0.8395 -0.7636
25 H 3.3530 -2.0514 0.2548
26 O 2.2643 0.2319 -2.0801
27 H 2.9262 0.8381 -2.3952
28 H 1.4848 0.5078 -1.5941
29 O 1.9969 2.6838 -0.4788
30 H 2.3686 3.3866 0.0675
31 H 2.5845 1.8938 -0.4612
32 O -2.7535 0.5779 -0.8429
33 H -3.1384 1.4556 -0.9571
34 H -2.0867 0.7628 -0.1607

Summary:
SMILES: C=C(C)C(=C)C.O.O.O.O.O.O
LUMO level in Eh: 0.00632
E_HOMO in eV: -9.17
Net charge: 0
Gap between HOMO and LUMO in eV: 9.34

***

Last place for stability: model A

***

Model A:
The following is a quantum chemistry calculation of H5NOSi in the gas phase, from the Open Molecules 2025 dataset.

Geometry (Å):
1 N -0.1315 -1.3253 0.1777
2 Si 0.2849 0.2971 -0.5144
3 O 0.1069 1.4833 0.5882
4 H -1.0236 -1.4109 0.6233
5 H 0.4847 -1.9341 0.6715
6 H 1.6867 0.6595 -1.0417
7 H -0.8758 0.4606 -1.6805
8 H -0.5323 1.7697 1.1759

Summary:
SMILES: N[SiH2]O
LUMO level in Eh: 0.02984
E_HOMO in eV: -9.79
Net charge: 0
Gap between HOMO and LUMO in eV: 10.61

***

Model B:
The following is a quantum chemistry calculation of a 2-piece molecular cluster, H5NOSi overall, from the Open Molecules 2025 dataset.

Geometry (Å):
1 N -2.3624 -0.8714 0.5390
2 O -0.9321 -0.9446 0.4110
3 Si 2.8058 0.3545 -0.5026
4 H -2.7032 -1.8504 0.4455
5 H -2.4844 -0.3642 -0.3889
6 H 1.9363 -0.6892 -1.1675
7 H -0.6458 -0.6885 1.2549
8 H 1.8130 0.8074 0.6297

Summary:
LUMO level in Eh: -0.03768
E_HOMO in eV: -8.64
Net charge: 0
Gap between HOMO and LUMO in eV: 7.62

***

Last place for stability: model B

***

Model A:
The following is a quantum chemistry calculation of C3H6N4O2 in the gas phase, from the Open Molecules 2025 dataset.

Geometry (Å):
1 C -0.5265 1.1890 0.8207
2 C -1.5860 -0.4917 -0.4630
3 C 0.8194 -0.4898 -0.3731
4 N -1.1727 2.1121 -0.2244
5 N -1.7479 1.6866 -1.1338
6 N -0.4870 -0.0832 0.2515
7 N -2.8982 -0.5227 0.1089
8 O -3.6906 -1.2790 -0.4410
9 O -3.1954 0.0634 1.2226
10 H 0.5911 1.4860 1.1062
11 H -1.1177 1.3023 1.7214
12 H -1.3730 -1.2796 -1.2227
13 H 1.6345 0.1920 0.0746
14 H 0.9484 -1.6281 -0.1658
15 H 0.7398 -0.3256 -1.4984

Summary:
LUMO level (spin up / spin down) in Eh: -0.02621 / -0.02604
E_HOMO (spin up / spin down) in eV: -8.52 / -8.52
Net charge: 0
Gap between HOMO and LUMO (spin up / spin down) in eV: 7.81 / 7.81

***

Model B:
The following is a quantum chemistry calculation of C3H6N4O2 in the gas phase, from the Open Molecules 2025 dataset.

Geometry (Å):
1 H -2.2361 -2.0826 -0.2785
2 N -2.4843 -1.0987 -0.2801
3 C -1.4608 -0.3547 -0.1797
4 N -0.1521 -0.7884 0.0749
5 C 1.0877 -0.2072 -0.1499
6 N 2.1280 -1.1310 0.0216
7 N 1.4383 1.0049 -0.3667
8 O 0.4846 2.0085 -0.4259
9 C -0.6474 1.8002 0.3437
10 O -1.6180 0.9727 -0.2940
11 H -0.0810 -1.6999 0.4775
12 H 2.0489 -1.8994 -0.6337
13 H 3.0220 -0.6667 -0.0674
14 H -0.3853 1.3602 1.3161
15 H -1.1445 2.7821 0.4422

Summary:
SMILES: [H]/N=C1\NC(N)=NOCO1
LUMO level in Eh: 0.02087
E_HOMO in eV: -9.13
Net charge: 0
Gap between HOMO and LUMO in eV: 9.70

***

Last place for stability: model A

***

Model A:
The following is a quantum chemistry calculation of a 2-piece molecular cluster, FHNO3P overall, from the Open Molecules 2025 dataset.

Geometry (Å):
1 N -0.7064 -0.9133 0.6458
2 O -2.0198 0.2028 -1.5897
3 O -1.6809 1.3865 0.6727
4 O -3.3697 -0.5192 0.5424
5 F -0.3240 -1.9813 -0.0749
6 P -2.1313 0.1574 -0.0591
7 H 0.5025 0.1102 0.2433

Summary:
LUMO level in Eh: 0.28568
E_HOMO in eV: 0.81
Net charge: -2
Gap between HOMO and LUMO in eV: 6.96

***

Model B:
The following is a quantum chemistry calculation of a 2-piece molecular cluster, FHNO3P overall, from the Open Molecules 2025 dataset.

Geometry (Å):
1 N 1.2470 -0.1943 0.7520
2 O -1.7412 0.4222 1.1451
3 O -1.2895 -1.2546 -0.8042
4 O -0.6155 1.1058 -1.1097
5 F 2.1397 -0.8244 -0.1914
6 P -0.9802 0.0513 -0.1176
7 H 1.2396 0.6940 0.3259

Summary:
LUMO level in Eh: 0.28346
E_HOMO in eV: 0.82
Net charge: -2
Gap between HOMO and LUMO in eV: 6.89

***

Last place for stability: model A

***

Model A:
The following is a quantum chemistry calculation of C19H22N2O4 in the gas phase, from the Open Molecules 2025 dataset.

Geometry (Å):
1 C 2.8316 -3.3994 2.4531
2 O 1.8594 -3.4822 1.4424
3 C 0.7611 -2.6583 1.5125
4 C 0.5534 -1.7601 2.5527
5 C -0.5606 -0.9412 2.5966
6 C -1.5124 -1.0045 1.5930
7 C -2.7100 -0.0916 1.6107
8 C -2.3096 1.1957 0.9133
9 O -1.8479 2.1713 1.4702
10 N -2.5241 1.1781 -0.4222
11 N -2.0379 2.2305 -1.2009
12 C -1.7976 2.0297 -2.5198
13 O -2.1803 1.0270 -3.0887
14 C -1.0254 3.1576 -3.1671
15 C 0.4778 2.8141 -3.1119
16 C 0.8767 2.4380 -1.7115
17 C 0.9675 1.1017 -1.3423
18 C 1.2457 0.7496 -0.0338
19 C 1.4310 1.7302 0.9250
20 C 1.3503 3.0646 0.5670
21 C 1.0751 3.4153 -0.7432
22 C -1.3106 -1.8919 0.5488
23 C -0.1972 -2.7250 0.4826
24 O -0.1830 -3.5277 -0.6173
25 C 0.8803 -4.4161 -0.8753
26 H 3.5963 -4.1243 2.1772
27 H 2.4213 -3.6642 3.4331
28 H 3.2814 -2.4022 2.5018
29 H 1.2741 -1.6903 3.3512
30 H -0.6822 -0.2494 3.4149
31 H -3.5558 -0.5497 1.0998
32 H -2.9830 0.1493 2.6377
33 H -2.7089 0.3458 -0.9701
34 H -1.5674 2.9299 -0.6355
35 H -1.3404 3.2562 -4.2058
36 H -1.2179 4.0915 -2.6390
37 H 0.6706 1.9781 -3.7855
38 H 1.0503 3.6776 -3.4560
39 H 0.8064 0.3316 -2.0833
40 H 1.3051 -0.2930 0.2389
41 H 1.6316 1.4540 1.9486
42 H 1.4922 3.8339 1.3109
43 H 1.0102 4.4591 -1.0188
44 H -2.0244 -1.9789 -0.2562
45 H 0.6184 -4.9022 -1.8152
46 H 0.9790 -5.1696 -0.0913
47 H 1.8296 -3.8889 -0.9915

Summary:
SMILES: COc1ccc(CC(=O)NNC(=O)CCc2ccccc2)cc1OC
LUMO level in Eh: 0.02630
E_HOMO in eV: -8.20
Net charge: 0
Gap between HOMO and LUMO in eV: 8.91

***

Model B:
The following is a quantum chemistry calculation of C19H22N2O4 in the gas phase, from the Open Molecules 2025 dataset.

Geometry (Å):
1 C -1.5374 -1.2612 -6.5213
2 O -0.7974 -2.2674 -5.8660
3 C -0.3530 -2.1147 -4.5912
4 C 0.2868 -3.2411 -4.0784
5 C 0.8167 -3.2702 -2.8054
6 C 0.7076 -2.1489 -1.9939
7 C 1.2560 -2.1239 -0.6233
8 N 2.3142 -2.9368 -0.3610
9 N 0.6027 -1.3771 0.1850
10 O 0.9225 -1.2550 1.5515
11 C 2.1324 -0.9877 2.0162
12 O 3.1548 -0.9815 1.3661
13 C 2.0803 -0.7108 3.5059
14 C 0.9023 0.1780 3.9027
15 C 0.9863 1.5605 3.2448
16 C -0.2581 2.3496 3.5341
17 C -1.4062 2.1330 2.7815
18 C -2.5719 2.8228 3.0605
19 C -2.6053 3.7385 4.0989
20 C -1.4675 3.9595 4.8550
21 C -0.3021 3.2673 4.5744
22 C 0.0603 -1.0199 -2.4882
23 C -0.4684 -0.9746 -3.7685
24 O -1.0954 0.1355 -4.2729
25 C -1.2377 1.2635 -3.4439
26 H -0.9521 -0.3495 -6.6544
27 H -1.7820 -1.6820 -7.4966
28 H -2.4588 -1.0240 -5.9859
29 H 0.3522 -4.1034 -4.7227
30 H 1.2782 -4.1767 -2.4452
31 H 2.8086 -3.2965 -1.1615
32 H 2.9082 -2.6811 0.4175
33 H 3.0314 -0.2532 3.7837
34 H 2.0013 -1.6750 4.0147
35 H 0.8896 0.2939 4.9884
36 H -0.0283 -0.3048 3.6024
37 H 1.0942 1.4337 2.1656
38 H 1.8667 2.0890 3.6164
39 H -1.3807 1.4177 1.9717
40 H -3.4574 2.6463 2.4671
41 H -3.5152 4.2781 4.3176
42 H -1.4874 4.6728 5.6664
43 H 0.5840 3.4443 5.1678
44 H -0.0150 -0.1719 -1.8302
45 H -1.8169 1.0328 -2.5449
46 H -1.7767 1.9953 -4.0442
47 H -0.2663 1.6773 -3.1561

Summary:
SMILES: COc1ccc(/C(N)=N/OC(=O)CCCc2ccccc2)cc1OC
LUMO level in Eh: 0.02660
E_HOMO in eV: -8.19
Net charge: 0
Gap between HOMO and LUMO in eV: 8.91

***

Model C:
The following is a quantum chemistry calculation of C19H22N2O4 in the gas phase, from the Open Molecules 2025 dataset.

Geometry (Å):
1 C -1.3908 -3.4355 -0.3496
2 C -1.9087 -2.0316 -0.6569
3 C -2.4767 -1.9782 -2.0732
4 C -2.9539 -1.6414 0.3944
5 C -3.5724 -0.2590 0.2132
6 N -2.5427 0.7680 0.1795
7 C -2.7733 2.0003 -0.3257
8 O -3.8919 2.3674 -0.6814
9 N -1.7108 2.8520 -0.4048
10 C -0.3477 2.5805 -0.2142
11 C 0.4514 3.5148 0.4403
12 C 1.7956 3.2734 0.6309
13 C 2.3718 2.0918 0.1683
14 O 3.7169 1.9503 0.3448
15 C 4.2871 0.7031 0.4290
16 C 5.5666 0.5568 -0.0960
17 C 6.2228 -0.6541 0.0171
18 C 5.6111 -1.7242 0.6489
19 C 4.3424 -1.5726 1.1819
20 C 3.6778 -0.3640 1.0798
21 C 1.5847 1.1741 -0.5212
22 C 0.2391 1.4209 -0.7129
23 C -4.5933 0.0248 1.3464
24 O -4.7478 -0.7157 2.2774
25 O -5.2804 1.1424 1.1958
26 H -0.9825 -3.4835 0.6572
27 H -2.1973 -4.1608 -0.4259
28 H -0.6087 -3.7166 -1.0511
29 H -1.0618 -1.3393 -0.5946
30 H -1.7457 -2.3564 -2.7844
31 H -2.7287 -0.9605 -2.3618
32 H -3.3721 -2.5913 -2.1457
33 H -3.7678 -2.3680 0.3809
34 H -2.5050 -1.6853 1.3895
35 H -4.1270 -0.1973 -0.7325
36 H -1.6763 0.5753 0.6552
37 H -1.9676 3.8123 -0.5849
38 H 0.0117 4.4322 0.8018
39 H 2.4208 3.9921 1.1361
40 H 6.0288 1.4013 -0.5828
41 H 7.2153 -0.7628 -0.3936
42 H 6.1233 -2.6704 0.7318
43 H 3.8652 -2.3984 1.6882
44 H 2.6959 -0.2412 1.5137
45 H 2.0306 0.2790 -0.9288
46 H -0.3530 0.7246 -1.2865
47 H -4.9748 1.6707 0.4064

Summary:
SMILES: CC(C)C[C@H](NC(=O)Nc1ccc(Oc2ccccc2)cc1)C(=O)O
LUMO level in Eh: 0.01674
E_HOMO in eV: -8.54
Net charge: 0
Gap between HOMO and LUMO in eV: 8.99

***

Last place for stability: model B